{"formula": "F2H4SSi2", "method": "the ωB97M-V functional and the def2-TZVPD basis", "homo_energy_ev": -9.2, "e_above_lowest_kcal_mol": 45.06, "gap_ev": 8.686, "e_lumo_ev": -0.56, "smiles": "F[SiH2]F.[SiH2]=S", "symbols": ["F", "F", "Si", "Si", "S", "H", "H", "H", "H"], "positions_angstrom": [[0.53656, -0.99756, 0.03173], [1.76804, -0.98607, -2.22829], [-0.46764, 0.71925, 1.98020], [0.35858, -0.60464, -1.57235], [-1.06260, 2.23708, 0.92065], [0.87928, 0.54887, 2.28257], [-1.20761, -0.64650, 2.33374], [0.06647, 0.87342, -1.67183], [-0.87108, -1.14386, -2.07643]], "forces_ev_per_a": [[-0.3, 0.3, -1.5], [-0.8, -0.1, 0.0], [-1.9, -1.5, -0.8], [0.4, 1.7, 1.6], [-0.3, -0.1, 0.3], [1.7, -0.1, 0.8], [0.5, 1.6, -0.2], [0.7, -0.7, 0.1], [-0.1, -1.1, -0.3]]}

***

{"formula": "C21H36P2TeTi", "method": "the ωB97M-V functional and the def2-TZVPD basis", "homo_energy_ev": -12.2, "e_above_lowest_kcal_mol": 0.00, "total_charge": 2, "gap_ev": 5.226, "e_lumo_ev": -6.94, "symbols": ["P", "P", "C", "C", "H", "H", "H", "H", "C", "H", "H", "H", "C", "H", "H", "H", "C", "H", "H", "H", "C", "H", "H", "H", "Ti", "C", "C", "C", "C", "C", "C", "C", "C", "C", "H", "H", "H", "H", "H", "H", "H", "H", "H", "H", "H", "H", "H", "H", "H", "Te", "C", "C", "C", "C", "C", "C", "H", "H", "H", "H", "H"], "positions_angstrom": [[2.61189, 1.69312, -0.36821], [2.40737, -2.15203, -0.08481], [3.86162, 0.35003, -0.01080], [3.65228, -0.97597, -0.71714], [4.06095, 0.23429, 1.07280], [4.79093, 0.78313, -0.42224], [3.49182, -0.86177, -1.79963], [4.58781, -1.55168, -0.63325], [2.97584, -2.64096, 1.56174], [2.19716, -3.19186, 2.10198], [3.31211, -1.80039, 2.18313], [3.83112, -3.30986, 1.41296], [2.77654, -3.57487, -1.10620], [3.72151, -4.00411, -0.77570], [2.85126, -3.24895, -2.14772], [1.97296, -4.30008, -1.00525], [2.84858, 3.09467, 0.77931], [2.06747, 3.83936, 0.66501], [3.80348, 3.53807, 0.49807], [2.90808, 2.78745, 1.83644], [3.56923, 2.32659, -1.80143], [3.72087, 1.50565, -2.49904], [4.53828, 2.70633, -1.44457], [3.01145, 3.11094, -2.28638], [-2.04020, -0.12125, 0.98919], [0.70722, -1.90766, -0.37070], [0.31336, -1.41322, 1.02897], [0.96363, -0.12999, 1.42529], [0.23232, 1.22000, 1.07480], [0.43948, 1.96732, -0.27156], [1.15914, 1.49564, -1.45661], [0.93952, 0.09778, -2.12950], [0.06225, -0.98710, -1.43303], [-2.80012, 0.86504, -0.83982], [0.30459, -2.93303, -0.54100], [0.43093, -2.20708, 1.82018], [2.04548, -0.07009, 1.16534], [1.10177, -0.17483, 2.52829], [-0.88705, 1.18452, 1.57369], [0.66506, 1.89131, 1.88317], [0.08209, 3.00660, -0.22946], [1.14916, 2.26194, -2.29197], [1.90777, -0.31449, -2.49224], [0.37575, 0.35503, -3.04486], [-0.90234, -0.54687, -1.02768], [-0.22186, -1.66568, -2.27671], [-3.21251, 0.18481, -1.60780], [-2.07137, 1.51949, -1.35447], [-3.65543, 1.50845, -0.52892], [-3.48840, -1.24110, 2.50674], [-5.29741, -0.47956, 1.53713], [-6.02626, 0.37410, 2.37244], [-7.25731, 0.85683, 1.91999], [-7.69042, 0.56022, 0.61678], [-6.88125, -0.18757, -0.24453], [-5.65778, -0.71684, 0.20745], [-5.62653, 0.64809, 3.35534], [-7.88325, 1.45007, 2.58219], [-8.66349, 0.92629, 0.27561], [-7.20304, -0.37585, -1.26875], [-4.98410, -1.25841, -0.46208]], "forces_ev_per_a": [[2.0, 1.6, -3.2], [2.3, -1.1, -1.4], [0.3, 0.3, 0.5], [0.1, -0.2, -0.1], [-0.4, 0.0, -0.5], [-0.4, -0.1, 0.2], [0.1, 0.0, 0.5], [-0.2, 0.1, 0.1], [-0.2, 0.0, 0.4], [0.3, 0.1, -0.2], [-0.3, -0.1, -0.2], [-0.1, 0.2, -0.1], [0.4, -0.1, 0.0], [0.0, -0.2, -0.3], [0.0, -0.2, 0.0], [0.1, -0.2, 0.0], [0.4, -0.5, 0.7], [-0.1, -0.1, -0.1], [0.1, 0.0, 0.1], [-0.1, 0.1, -0.4], [1.2, 0.4, 0.8], [0.0, 0.0, -0.1], [-0.1, 0.0, -0.5], [0.0, 0.4, -0.2], [3.1, 0.9, -3.5], [-2.5, 0.6, 1.4], [-2.9, -0.3, 0.8], [0.2, 0.4, 1.1], [2.6, 2.0, -0.8], [-3.2, -1.0, 4.2], [0.2, -1.8, -0.3], [-1.0, 0.3, -0.5], [0.6, -0.2, -1.3], [-0.3, -0.1, 0.5], [0.3, 0.6, 0.3], [-0.4, 0.9, -0.9], [-0.6, 0.2, -0.3], [-0.6, 0.3, -0.4], [0.0, 0.0, 0.2], [-1.2, -0.3, -0.7], [0.1, -0.6, -0.2], [0.3, -0.8, 1.3], [-0.9, 0.3, 0.2], [0.3, -0.2, 0.2], [1.2, -0.4, -0.6], [0.0, 0.6, 0.6], [0.1, 0.0, 0.4], [-0.2, -0.3, 0.4], [0.4, -0.4, 0.0], [-2.0, -1.1, 1.2], [0.6, 0.6, 0.1], [-0.2, -0.1, -0.1], [0.1, -0.2, -0.3], [0.2, -0.1, 0.2], [0.3, -0.1, 0.3], [-0.2, 0.2, 0.3], [-0.4, -0.2, -0.3], [0.2, 0.0, -0.2], [0.4, -0.1, 0.1], [0.1, 0.1, 0.3], [-0.5, 0.0, 0.2]]}

***

{"formula": "C7H11NO3S", "method": "the ωB97M-V functional and the def2-TZVPD basis", "homo_energy_ev": -8.1, "e_above_lowest_kcal_mol": 190.70, "gap_ev": 8.656, "e_lumo_ev": 0.57, "symbols": ["C", "C", "C", "C", "C", "C", "C", "N", "O", "O", "O", "S", "H", "H", "H", "H", "H", "H", "H", "H", "H", "H", "H"], "positions_angstrom": [[0.16403, -2.23529, -1.80828], [0.11514, -0.64500, 1.20281], [0.71869, -1.61132, -0.86912], [1.12005, -0.59677, 0.04074], [1.78472, 1.71295, 0.47520], [-3.36614, 0.47000, 0.86221], [1.36157, 0.72273, -0.63806], [-1.11072, -0.59643, 1.11625], [-0.53962, -2.69023, -0.72389], [-1.50995, 0.11646, -1.26673], [2.50724, 0.56043, -1.49245], [-2.18886, -0.62599, -0.19692], [0.06094, -2.54741, -2.89849], [0.52368, -0.64290, 2.20346], [2.17636, -0.79678, 0.51203], [1.01093, 2.10234, 1.15789], [2.03101, 2.69587, 0.08161], [2.58734, 1.53591, 1.12782], [-2.80546, 1.12739, 1.53932], [-4.15016, 0.95079, 0.25454], [-4.10311, 0.00711, 1.51800], [0.39205, 0.88038, -1.23248], [3.22030, 0.10577, -0.96547]], "forces_ev_per_a": [[-0.3, -1.4, -3.0], [1.6, 1.0, -0.9], [0.4, -0.6, -0.5], [2.0, -1.1, 2.2], [-2.4, 2.6, -0.7], [-0.5, 0.6, -0.5], [0.3, 0.6, 0.6], [-2.9, -0.8, 1.0], [0.1, -0.1, 0.3], [-0.9, 0.6, -0.6], [0.1, -0.6, 0.2], [0.0, 0.5, 2.0], [0.2, 0.7, 1.8], [0.3, -0.1, 0.2], [-1.8, -0.3, -0.5], [-0.5, -0.9, -0.2], [0.4, 0.0, -0.9], [1.4, -1.4, 0.5], [0.0, 0.1, -0.8], [1.1, 0.5, -0.6], [0.7, -1.5, 0.2], [1.8, 0.7, 0.7], [-1.1, 0.7, -0.7]]}

***

{"formula": "C9H10BiN2O4", "method": "the ωB97M-V functional and the def2-TZVPD basis", "homo_energy_ev": -20.3, "total_charge": 3, "gap_ev": 5.380, "e_lumo_ev": -14.88, "symbols": ["Bi", "C", "O", "C", "O", "C", "O", "C", "O", "C", "H", "H", "C", "H", "H", "C", "N", "C", "C", "N", "H", "H", "H", "H", "H", "H"], "positions_angstrom": [[0.19465, 0.91221, -0.90900], [0.30438, 2.14301, 0.77021], [0.32648, 2.64334, 1.82786], [0.28338, 3.08945, -2.55197], [0.29246, 4.14741, -2.97897], [-2.22516, 0.82936, -1.53004], [-3.32961, 0.68451, -1.24969], [2.91879, 0.65209, -1.39466], [4.06255, 0.67851, -1.27426], [0.29519, -1.27782, -3.48964], [1.22420, -1.74279, -3.14148], [-0.62084, -1.76982, -3.14323], [0.27948, -0.15688, -4.23735], [-0.65774, 0.38646, -4.43852], [1.19881, 0.41046, -4.45451], [0.75014, -1.60353, 3.35748], [-0.47934, -1.19652, 2.62474], [-1.55895, -0.51418, 3.39036], [-0.48210, -1.13024, 1.34864], [-0.43195, -1.10100, 0.14698], [0.45062, -1.90211, 4.36471], [1.41697, -0.73506, 3.41011], [1.23011, -2.42577, 2.81232], [-1.34325, 0.56014, 3.42993], [-2.53342, -0.66660, 2.90411], [-1.56585, -0.91461, 4.40589]], "forces_ev_per_a": [[0.4, -5.7, -6.8], [0.2, 6.9, 12.0], [0.0, -2.9, -6.3], [-0.1, 4.0, -1.4], [0.0, -3.4, 1.2], [-5.2, -0.5, 1.6], [4.3, 0.5, -1.5], [4.8, 0.3, 0.9], [-4.5, -0.2, -0.7], [0.0, 0.3, 0.8], [-0.2, 0.0, -0.5], [0.2, 0.1, -0.5], [0.0, 1.2, 1.4], [0.4, -0.6, -0.5], [-0.4, -0.6, -0.4], [0.5, -0.1, -0.2], [-0.3, 0.2, -0.8], [-0.6, 0.3, -0.1], [0.3, -0.2, 0.2], [0.0, 1.1, 1.0], [0.1, -0.1, -0.3], [-0.1, -0.2, 0.1], [-0.1, 0.2, 0.3], [0.0, -0.2, 0.1], [0.4, -0.1, 0.2], [-0.1, 0.0, -0.2]]}